{"formula": "C3H10N2S", "method": "ωB97M-V/def2-TZVPD", "homo_energy_ev": -8.979, "total_energy_ha": -627.954748, "de_lowest_kcal_mol": 25.0, "lumo_energy_ev": 0.81, "multiplicity": 1, "gap_ev": 9.8, "smiles": "[H]/N=C/N.CCS", "species": ["H", "N", "C", "N", "H", "H", "H", "C", "C", "S", "H", "H", "H", "H", "H", "H"], "xyz": [[2.432, 3.073, -0.918], [2.182, 3.017, 0.077], [2.506, 1.788, 0.282], [2.336, 1.162, 1.511], [3.041, 1.197, -0.465], [1.447, 1.426, 1.905], [3.092, 0.855, 2.096], [-0.959, -1.660, -0.258], [-2.272, -0.850, -0.315], [-3.715, -1.832, -0.832], [-1.328, -2.372, 0.492], [-0.193, -0.990, 0.104], [-0.625, -2.193, -1.148], [-2.168, -0.092, -1.098], [-2.545, -0.394, 0.631], [-3.230, -2.135, -2.063]]}

{"formula": "C3H10N2S", "method": "ωB97M-V/def2-TZVPD", "homo_energy_ev": -8.812, "total_energy_ha": -627.972321, "de_lowest_kcal_mol": 14.0, "lumo_energy_ev": 0.88, "multiplicity": 1, "gap_ev": 9.7, "smiles": "NC[C@@H](N)CS", "species": ["N", "C", "C", "N", "C", "S", "H", "H", "H", "H", "H", "H", "H", "H", "H", "H"], "xyz": [[-2.455, 0.152, 0.314], [-1.170, 0.622, -0.263], [0.016, -0.167, 0.284], [-0.090, -1.596, 0.043], [1.294, 0.414, -0.322], [2.798, -0.117, 0.654], [-3.055, 0.960, 0.361], [-2.461, -0.374, 1.167], [-1.053, 1.686, -0.077], [-1.272, 0.423, -1.331], [0.202, -0.021, 1.355], [0.554, -2.103, 0.644], [0.147, -1.850, -0.910], [1.442, 1.459, -0.580], [1.450, -0.073, -1.292], [3.653, 0.584, -0.046]]}

{"formula": "C3H10N2S", "method": "ωB97M-V/def2-TZVPD", "homo_energy_ev": -8.604, "total_energy_ha": -627.988961, "de_lowest_kcal_mol": 3.6, "lumo_energy_ev": 0.93, "multiplicity": 1, "gap_ev": 9.5, "smiles": "[H]/N=C/N.CSC", "species": ["H", "N", "C", "N", "H", "H", "H", "C", "S", "C", "H", "H", "H", "H", "H", "H"], "xyz": [[-0.648, 0.371, 0.764], [-0.596, 0.238, 1.773], [0.328, 0.979, 2.225], [0.599, 1.073, 3.565], [0.939, 1.642, 1.607], [1.520, 1.376, 3.847], [0.194, 0.358, 4.150], [0.467, -1.546, -0.856], [0.242, -0.006, -1.772], [-1.199, -0.473, -2.746], [0.715, -2.356, -1.539], [-0.423, -1.789, -0.275], [1.293, -1.406, -0.162], [-1.420, 0.363, -3.408], [-0.990, -1.345, -3.365], [-2.057, -0.680, -2.111]]}

{"formula": "C3H10N2S", "method": "ωB97M-V/def2-TZVPD", "homo_energy_ev": [-14.684, -14.210], "total_charge": 1, "total_energy_ha": -627.534388, "de_lowest_kcal_mol": 117.1, "lumo_energy_ev": [-4.90, -7.35], "multiplicity": 2, "gap_ev": [9.8, 6.9], "s_squared": 1.772, "species": ["N", "C", "C", "S", "C", "N", "H", "H", "H", "H", "H", "H", "H", "H", "H", "H"], "xyz": [[0.532, -0.544, 1.111], [-0.746, -0.655, 1.539], [-1.432, 0.431, 2.047], [1.027, 2.436, 0.233], [0.738, -0.188, -1.849], [0.814, -1.606, -1.472], [0.792, 0.405, 0.807], [0.776, -1.171, 0.300], [-1.141, -1.631, 1.243], [-2.470, 0.193, 2.222], [-1.128, 1.462, 2.029], [-0.148, 2.453, -0.352], [0.201, 0.019, -2.783], [0.218, 0.302, -1.021], [1.773, 0.175, -1.929], [0.194, -2.082, -2.127]]}

{"formula": "C3H10N3", "method": "ωB97M-V/def2-TZVPD", "homo_energy_ev": -14.914, "total_charge": 1, "total_energy_ha": -284.267075, "de_lowest_kcal_mol": 68.3, "lumo_energy_ev": -3.82, "multiplicity": 1, "gap_ev": 11.1, "species": ["C", "N", "C", "N", "H", "H", "H", "H", "H", "H", "C", "N", "H", "H", "H", "H"], "xyz": [[-1.021, 0.426, -1.254], [0.366, 0.202, -0.795], [1.186, 1.396, -0.334], [2.443, 1.453, -0.554], [-1.236, -0.234, -2.098], [-1.708, 0.203, -0.459], [-1.093, 1.480, -1.562], [0.939, -0.311, -1.512], [0.697, 1.996, 0.447], [2.659, 2.415, -0.249], [-1.047, -1.858, 1.556], [-0.030, -1.107, 1.357], [-1.935, -1.821, 0.894], [-1.180, -2.498, 2.393], [0.715, -1.200, 2.065], [0.244, -0.543, 0.106]]}

{"formula": "C3H10N3", "method": "ωB97M-V/def2-TZVPD", "homo_energy_ev": -12.772, "total_charge": 1, "total_energy_ha": -284.204946, "de_lowest_kcal_mol": 107.3, "lumo_energy_ev": -3.44, "multiplicity": 1, "gap_ev": 9.3, "smiles": "NNC1([NH3+])CC1", "species": ["N", "N", "C", "N", "C", "C", "H", "H", "H", "H", "H", "H", "H", "H", "H", "H"], "xyz": [[2.235, 0.167, -0.590], [1.154, 0.323, 0.296], [-0.100, 0.044, 0.070], [-0.631, -1.644, 0.206], [-1.046, 0.780, -0.787], [-1.151, 0.947, 0.730], [2.006, 0.595, -1.476], [3.060, 0.525, -0.098], [1.413, 0.113, 1.272], [-1.132, -2.120, -0.624], [-1.160, -1.791, 1.127], [0.309, -2.166, 0.347], [-1.716, 0.038, -1.435], [-0.670, 1.675, -1.370], [-0.643, 1.947, 0.870], [-1.928, 0.567, 1.465]]}